A.
DFT (wB97M-V/def2-TZVPD) results for an isolated ion of composition C6H12NS and charge +1.

The lowest unoccupied orbital energy comes out at -0.113 Eh. Its SMILES is C[N@@H+]1C=CSC1(C)C. The frontier orbital gap is 0.3625 Ha. Its highest occupied orbital energy is -12.9388 eV.

Geometry as ORCA input:
```
! wB97M-V def2-TZVPD RIJCOSX def2/J DEFGRID3
* xyz 1 1
C -1.504 0.408 0.944
N -0.340 -0.462 0.680
C 0.651 -0.393 1.750
C 1.888 -0.577 1.357
S 2.272 -0.375 -0.341
C 0.324 -0.064 -0.646
C 0.218 1.422 -0.990
C -0.153 -1.038 -1.680
H -1.208 1.576 1.021
H -2.090 0.288 0.001
H -2.004 -0.082 1.689
H -0.633 -1.444 0.791
H 0.345 -0.386 2.774
H 2.795 -0.639 1.900
H 0.006 2.125 -0.221
H -0.678 1.581 -1.559
H 1.055 1.800 -1.657
H -1.197 -0.988 -1.509
H 0.300 -2.038 -1.554
H -0.047 -0.715 -2.749
*
```

Taken from the Löwdin analysis, the atomic charges in e are:
1. C 0.021
2. N -0.127
3. C -0.135
4. C -0.365
5. S 0.994
6. C -0.598
7. C -0.076
8. C -0.062
9. H 0.170
10. H 0.120
11. H 0.078
12. H 0.201
13. H 0.134
14. H 0.073
15. H 0.063
16. H 0.086
17. H 0.124
18. H 0.069
19. H 0.102
20. H 0.128

B.
DFT (wB97M-V/def2-TZVPD) results for an isolated ion of composition C6H12NS and charge +1.

The lowest unoccupied orbital energy (spin up / spin down) comes out at -0.168 / -0.222 Eh. The frontier orbital gap (spin up / spin down) is 0.3180 / 0.2499 Ha. Its highest occupied orbital energy (spin up / spin down) is -13.2213 / -12.8332 eV.

Geometry as ORCA input:
```
! wB97M-V def2-TZVPD RIJCOSX def2/J DEFGRID3
* xyz 1 1
C -0.558 -1.032 0.670
C 0.563 -1.631 1.125
C -0.982 0.578 -1.332
C 2.006 -1.213 0.836
C 0.093 0.856 -2.351
C -1.268 1.266 0.921
N -0.523 0.384 0.007
S 0.341 -3.051 2.136
H -1.540 -1.352 0.928
H -1.970 0.763 -1.432
H 2.104 -1.098 -0.197
H 2.548 -2.137 1.067
H 2.220 -0.387 1.563
H -0.352 1.296 -3.230
H 0.656 -0.097 -2.555
H 0.638 1.600 -1.761
H -2.193 0.907 1.320
H -0.765 1.483 1.834
H -1.509 2.265 0.466
H 0.492 0.602 -0.014
*
```

Taken from the Löwdin analysis, the atomic charges in e are:
1. C -0.050
2. C -0.709
3. C -0.056
4. C -0.086
5. C -0.023
6. C -0.005
7. N -0.129
8. S 0.814
9. H 0.108
10. H 0.093
11. H 0.055
12. H 0.070
13. H 0.118
14. H 0.089
15. H 0.114
16. H 0.092
17. H 0.105
18. H 0.103
19. H 0.136
20. H 0.159

C.
DFT (wB97M-V/def2-TZVPD) results for an isolated ion of composition C6H12NS and charge +1.

The lowest unoccupied orbital energy comes out at -0.144 Eh. Its SMILES is [NH3+]C[C@@H]1CC=CSC1. The frontier orbital gap is 0.2852 Ha. Its highest occupied orbital energy is -11.6672 eV.

Geometry as ORCA input:
```
! wB97M-V def2-TZVPD RIJCOSX def2/J DEFGRID3
* xyz 1 1
N 1.526 -0.375 1.713
C 1.298 0.507 0.583
C -0.085 0.361 0.004
C -0.590 -1.030 -0.199
C -1.712 -1.081 -1.223
C -1.919 -0.220 -2.196
S -0.663 0.851 -2.868
C -0.338 1.432 -1.112
H 0.744 -0.339 2.370
H 2.440 0.045 2.087
H 1.560 -1.312 1.479
H 2.006 0.362 -0.244
H 1.536 1.461 1.006
H -0.703 0.773 0.848
H -0.841 -1.543 0.728
H 0.244 -1.650 -0.656
H -2.323 -1.926 -0.898
H -2.738 -0.375 -2.989
H -1.132 2.199 -0.878
H 0.614 2.047 -1.179
*
```

Taken from the Löwdin analysis, the atomic charges in e are:
1. N 0.206
2. C -0.178
3. C -0.380
4. C -0.187
5. C -0.172
6. C -0.437
7. S 0.888
8. C -0.401
9. H 0.184
10. H 0.226
11. H 0.130
12. H 0.160
13. H 0.136
14. H 0.156
15. H 0.113
16. H 0.148
17. H 0.116
18. H 0.103
19. H 0.103
20. H 0.085

Most stable pick: C. Distance to second place: 14.3 kJ/mol.

A.
DFT (wB97M-V/def2-TZVPD) results for a single C6H6S2 molecule.

The lowest unoccupied orbital energy comes out at 0.018 Eh. Its SMILES is C#CC1S[C@@H]2C[C@H]2S1. The frontier orbital gap is 0.3338 Ha. Its highest occupied orbital energy is -8.5850 eV.

Geometry as ORCA input:
```
! wB97M-V def2-TZVPD RIJCOSX def2/J DEFGRID3
* xyz 0 1
C -3.458 -0.170 0.444
C -2.314 -0.030 0.097
C -1.133 0.101 -0.800
S 0.016 -1.502 -0.453
C 1.425 -0.453 -0.429
C 2.538 -0.069 0.389
C 1.050 0.745 0.500
S -0.199 1.624 -0.482
H -4.338 -0.536 1.109
H -1.415 0.214 -1.757
H 1.275 -0.120 -1.500
H 2.554 -0.591 1.352
H 3.441 0.455 0.129
H 0.557 0.332 1.401
*
```

Taken from the Löwdin analysis, the atomic charges in e are:
1. C 0.084
2. C -0.253
3. C -0.726
4. S 0.859
5. C -0.746
6. C -0.029
7. C -0.510
8. S 0.870
9. H 0.082
10. H 0.015
11. H 0.084
12. H 0.104
13. H 0.094
14. H 0.072

B.
DFT (wB97M-V/def2-TZVPD) results for C6H6S2 as an isolated structure.

The lowest unoccupied orbital energy comes out at 0.015 Eh. The frontier orbital gap is 0.3568 Ha. Its highest occupied orbital energy is -9.2969 eV.

Geometry as ORCA input:
```
! wB97M-V def2-TZVPD RIJCOSX def2/J DEFGRID3
* xyz 0 1
C 1.649 2.265 -2.025
C 1.250 -2.295 0.979
C 0.685 1.610 -1.763
C 0.105 -1.999 0.865
C -0.213 0.633 -1.324
C -1.317 -0.619 1.027
S -1.831 -0.627 2.666
S -0.639 0.941 0.412
H 2.250 3.095 -2.190
H 2.102 -2.752 1.280
H 0.296 -0.335 -1.316
H -1.155 0.619 -1.998
H -2.060 -0.874 0.347
H -1.122 0.338 3.041
*
```

Taken from the Löwdin analysis, the atomic charges in e are:
1. C 0.137
2. C -0.002
3. C -0.262
4. C -0.093
5. C -0.507
6. C -0.931
7. S 0.780
8. S 0.853
9. H 0.020
10. H -0.019
11. H 0.080
12. H 0.125
13. H 0.001
14. H -0.182

Most stable pick: A. Distance to second place: 68.7 kJ/mol.

A.
DFT (wB97M-V/def2-TZVPD) results for a single C2H3F3O molecule.

The lowest unoccupied orbital energy comes out at -0.008 Eh. Its SMILES is FOCC(F)F. The frontier orbital gap is 0.4138 Ha. Its highest occupied orbital energy is -11.4709 eV.

Geometry as ORCA input:
```
! wB97M-V def2-TZVPD RIJCOSX def2/J DEFGRID3
* xyz 0 1
F 0.872 -1.572 2.490
O 0.024 -1.528 1.283
C 0.145 -0.387 0.522
C -0.874 -0.583 -0.725
F -0.458 -1.673 -1.465
F -2.106 -0.866 -0.293
H 1.143 -0.247 -0.050
H -0.139 0.594 1.058
H -1.015 0.387 -1.413
*
```

Taken from the Löwdin analysis, the atomic charges in e are:
1. F -0.051
2. O -0.032
3. C -0.157
4. C -0.346
5. F 0.035
6. F 0.063
7. H 0.148
8. H 0.149
9. H 0.191

B.
DFT (wB97M-V/def2-TZVPD) results for C2H3F3O as an isolated structure.

The lowest unoccupied orbital energy comes out at 0.039 Eh. The frontier orbital gap is 0.3965 Ha. Its highest occupied orbital energy is -9.7323 eV.

Geometry as ORCA input:
```
! wB97M-V def2-TZVPD RIJCOSX def2/J DEFGRID3
* xyz 0 1
C -0.258 0.573 0.632
C 0.222 -0.236 -1.113
O -0.926 -0.411 1.363
F -0.401 0.528 -1.958
F 1.567 -0.088 -1.193
F -0.117 -1.395 1.893
H 0.768 1.039 1.021
H -0.990 1.289 0.444
H 0.134 -1.299 -1.090
*
```

Taken from the Löwdin analysis, the atomic charges in e are:
1. C -0.035
2. C -0.290
3. O -0.099
4. F 0.095
5. F 0.017
6. F -0.044
7. H 0.150
8. H 0.075
9. H 0.131

Most stable pick: A. Distance to second place: 116.5 kJ/mol.